C84H71N9O3P2RbS3Te as an isolated structure at a distorted geometry. Source: OMol25; level of theory: ωB97M-V/def2-TZVPD.

## Properties
Orbital gap in Ha: 0.1705
E_tot in eV: -166847.0459
Max |F| in eV Å⁻¹: 2.12
LUMO energy in eV: 0.971

```
! wB97M-V def2-TZVPD RIJCOSX def2/J DEFGRID3
* xyz -1 1
Rb -1.19 0.15 0.38
C 1.53 -7.39 0.06
C 0.92 -6.02 0.11
C 0.40 -5.50 1.27
C -0.16 -4.23 1.34
C -0.70 -3.74 2.59
O -0.81 -2.56 2.90
C -1.13 -4.78 3.59
C -0.79 -4.61 4.92
C -1.18 -5.54 5.87
C -1.94 -6.63 5.49
C -2.31 -6.79 4.16
C -1.91 -5.87 3.21
C -0.20 -3.38 0.18
O -0.63 -2.20 0.19
C 0.30 -3.97 -1.05
C 0.83 -5.24 -1.05
C 0.18 -3.15 -2.27
N -0.93 -2.73 -2.76
C -2.17 -3.01 -2.11
C -3.32 -2.73 -3.06
Te -3.78 -4.40 -4.37
C -1.74 -4.96 -4.71
C -0.97 -4.22 -5.59
C 0.35 -4.56 -5.82
C 0.89 -5.68 -5.19
C 0.11 -6.42 -4.32
C -1.20 -6.06 -4.08
C 1.39 -2.74 -2.99
C 1.30 -1.98 -4.10
C 2.43 -1.67 -4.95
C 3.67 -2.05 -4.63
C 3.95 -2.66 -3.30
C 2.74 -3.17 -2.48
H 1.47 -7.87 1.04
H 2.58 -7.33 -0.22
H 1.01 -8.02 -0.66
H 0.47 -6.09 2.18
H -0.22 -3.74 5.20
H -0.88 -5.42 6.90
H -2.25 -7.36 6.23
H -2.91 -7.65 3.87
H -2.19 -5.99 2.18
H 1.17 -5.67 -1.99
H -2.26 -2.33 -1.25
H -2.23 -4.03 -1.71
H -3.10 -1.85 -3.66
H -4.24 -2.57 -2.50
H -1.40 -3.36 -6.08
H 0.96 -3.97 -6.48
H 1.92 -5.96 -5.38
H 0.53 -7.29 -3.83
H -1.80 -6.63 -3.39
H 0.32 -1.67 -4.43
H 2.23 -1.17 -5.89
H 4.51 -1.91 -5.29
H 4.73 -3.41 -3.38
H 2.73 -4.25 -2.32
C 0.91 4.18 6.48
S 1.58 5.56 5.52
C 2.92 4.74 4.58
C 2.52 4.35 3.16
C 1.28 3.46 3.15
N 0.90 2.98 1.83
P -0.28 3.63 0.81
C -0.10 5.46 1.06
C 0.49 6.18 0.03
C 0.65 7.56 0.11
C 0.20 8.23 1.23
C -0.41 7.53 2.26
C -0.56 6.16 2.18
C -1.92 3.47 1.63
C -2.22 3.03 2.91
C -3.54 2.86 3.30
C -4.57 3.12 2.42
C -4.28 3.57 1.14
C -2.97 3.74 0.75
P 1.61 1.67 0.91
C 2.29 0.70 2.32
C 1.51 -0.38 2.72
C 1.87 -1.16 3.81
C 3.02 -0.85 4.52
C 3.80 0.22 4.13
C 3.45 0.99 3.03
C 3.16 2.43 0.30
C 4.32 1.69 0.07
C 5.40 2.27 -0.57
C 5.34 3.58 -1.00
C 4.20 4.33 -0.78
C 3.12 3.75 -0.14
H 0.29 4.62 7.26
H 1.73 3.63 6.94
H 0.31 3.52 5.86
H 3.21 3.86 5.16
H 3.74 5.45 4.56
H 3.36 3.83 2.69
H 2.32 5.25 2.57
H 0.44 4.03 3.55
H 1.46 2.59 3.79
H 0.81 5.66 -0.87
H 1.11 8.10 -0.70
H 0.31 9.31 1.30
H -0.78 8.06 3.12
H -1.06 5.62 2.97
H -1.43 2.80 3.61
H -3.76 2.51 4.30
H -5.60 2.96 2.71
H -5.08 3.79 0.44
H -2.73 4.09 -0.25
H 0.61 -0.63 2.18
H 1.25 -1.99 4.09
H 3.31 -1.45 5.38
H 4.69 0.47 4.69
H 4.09 1.80 2.73
H 4.36 0.66 0.39
H 6.29 1.69 -0.73
H 6.19 4.03 -1.51
H 4.14 5.36 -1.12
H 2.22 4.32 0.02
S 6.04 1.49 -4.98
N 5.67 0.27 -3.96
C 4.50 0.54 -3.39
C 3.80 -0.27 -2.47
C 4.27 -1.65 -2.15
C 3.29 -2.42 -1.23
C 2.40 -1.53 -0.43
N 2.10 -0.34 -0.77
C 2.64 0.23 -1.90
C 2.04 1.45 -2.36
N 0.84 1.80 -1.89
C 0.28 2.90 -2.32
C 0.87 3.77 -3.24
C 2.09 3.43 -3.76
C 2.70 2.25 -3.34
C 3.95 1.79 -3.83
N 4.72 2.41 -4.73
H 5.33 -1.63 -1.86
H 3.79 -3.12 -0.56
H 2.05 -1.88 0.52
H -0.71 3.11 -1.94
H 0.36 4.69 -3.52
H 2.59 4.05 -4.50
S -3.56 -0.58 5.23
C -1.98 -0.02 5.61
C -1.26 0.33 4.50
C -1.96 0.16 3.29
C -3.20 -0.33 3.47
C -4.21 -0.70 2.51
C -5.38 -1.38 2.91
C -6.31 -1.73 1.96
C -6.06 -1.42 0.63
C -4.89 -0.74 0.33
N -4.00 -0.37 1.23
H -1.67 0.04 6.64
H -0.24 0.69 4.57
H -5.53 -1.62 3.95
H -7.22 -2.25 2.24
H -6.76 -1.69 -0.15
H -4.68 -0.46 -0.69
N -4.65 3.24 -6.64
C -5.27 2.80 -5.52
O -6.48 2.82 -5.41
C -4.38 2.29 -4.43
C -4.84 2.36 -3.12
C -4.03 1.88 -2.10
N -2.84 1.34 -2.32
C -2.41 1.25 -3.57
C -3.14 1.71 -4.66
H -5.21 3.63 -7.37
H -3.65 3.36 -6.69
H -5.81 2.80 -2.92
H -4.34 1.94 -1.07
H -1.44 0.79 -3.70
H -2.74 1.60 -5.66
*
```